Record 1
{
  "formula": "C7H12NS",
  "method": "wB97M-V/def2-TZVPD",
  "symbols": ["C", "C", "C", "C", "C", "C", "C", "N", "S", "H", "H", "H", "H", "H", "H", "H", "H", "H", "H", "H", "H"],
  "xyz": [[-0.729, 0.832, -0.384], [-0.169, -1.382, -1.131], [-1.002, 0.251, 0.913], [-0.982, -2.069, -0.206], [-1.778, -1.051, 0.691], [1.052, 0.693, -2.020], [1.682, 1.060, 0.479], [0.697, 1.194, -0.646], [0.858, -1.208, -2.283], [-0.090, -0.171, 1.408], [-1.715, 0.861, 1.336], [-1.444, -2.941, -0.738], [-0.383, -2.779, 0.552], [-2.197, -1.579, 1.571], [-2.643, -0.728, 0.264], [0.408, 1.268, -2.787], [2.004, 1.207, -2.391], [1.460, 1.623, 1.316], [1.836, -0.047, 0.829], [2.601, 1.320, -0.022], [0.636, 2.217, -0.565]],
  "gap_ev": [6.03, 6.63],
  "charge": 1,
  "spin_multiplicity": 3,
  "max_force_ev_per_a": 5.38,
  "lumo_energy_ha": [-0.1648, -0.2126],
  "relative_energy_kj_mol": 469.3,
  "homo_ev": [-10.52, -12.42],
  "e_tot_ev": -19762.829
}

***

Record 2
{
  "formula": "C7H12NSe",
  "method": "wB97M-V/def2-TZVPD",
  "symbols": ["C", "C", "C", "Se", "C", "N", "C", "C", "C", "H", "H", "H", "H", "H", "H", "H", "H", "H", "H", "H", "H"],
  "xyz": [[2.005, 0.059, 1.199], [0.945, -0.523, 1.742], [-0.302, -0.810, 0.985], [-1.859, 0.364, 1.592], [-2.347, 0.537, -0.343], [-1.548, -0.469, -1.074], [-0.158, -0.556, -0.506], [0.635, 0.717, -0.768], [2.050, 0.528, -0.218], [2.900, 0.201, 1.783], [0.946, -0.840, 2.774], [-0.631, -1.834, 1.190], [-2.106, 1.540, -0.695], [-3.415, 0.357, -0.470], [-1.997, -1.387, -0.964], [-1.514, -0.248, -2.077], [0.346, -1.406, -0.981], [0.180, 1.555, -0.239], [0.671, 0.943, -1.835], [2.594, 1.471, -0.276], [2.605, -0.198, -0.821]],
  "gap_ev": 9.30,
  "charge": 1,
  "spin_multiplicity": 1,
  "max_force_ev_per_a": 1.35,
  "lumo_energy_ha": -0.1242,
  "relative_energy_kj_mol": 0.0,
  "homo_ev": -12.68,
  "smiles": "C1=C[C@H]2[Se]C[NH2+][C@H]2CC1",
  "e_tot_ev": -74282.996
}

***

Record 3
{
  "formula": "C7H12O",
  "method": "wB97M-V/def2-TZVPD",
  "symbols": ["C", "C", "C", "C", "C", "O", "H", "H", "H", "H", "H", "H", "H", "H", "H", "H", "C", "C", "H", "H"],
  "xyz": [[1.271, -0.378, -0.303], [-1.059, 1.207, -1.651], [0.638, -1.608, -0.275], [2.155, 0.068, 0.821], [-0.286, 1.330, -0.358], [0.230, 2.341, 0.028], [1.468, 0.069, -1.273], [-2.016, 1.717, -1.531], [-1.253, 0.163, -1.890], [-0.504, 1.689, -2.457], [0.288, -2.054, -1.198], [3.187, -0.243, 0.636], [-0.696, -1.269, 0.514], [0.913, -2.326, 0.490], [1.837, -0.374, 1.767], [2.146, 1.152, 0.927], [-1.548, -0.610, 1.090], [-2.541, -0.667, 1.787], [-3.423, -0.662, 2.375], [-0.805, 0.454, 0.503]],
  "gap_ev": 8.44,
  "spin_multiplicity": 1,
  "max_force_ev_per_a": 2.39,
  "lumo_energy_ha": 0.0118,
  "relative_energy_kj_mol": 565.0,
  "homo_ev": -8.12,
  "e_tot_ev": -9494.963
}

***

Record 4
{
  "formula": "C7H12O",
  "method": "wB97M-V/def2-TZVPD",
  "symbols": ["C", "C", "C", "C", "C", "C", "C", "H", "H", "H", "H", "H", "H", "H", "H", "H", "H", "O", "H", "H"],
  "xyz": [[-0.906, 2.417, -0.829], [-0.940, 1.254, -0.211], [0.041, 0.671, 0.720], [1.100, -0.047, 0.334], [1.912, -0.797, 1.341], [1.308, -0.378, -1.105], [1.187, -1.592, -1.605], [-0.040, 3.049, -0.977], [-1.751, 2.735, -1.410], [-1.889, 0.732, -0.266], [-0.001, 0.932, 1.775], [1.816, -0.337, 2.317], [1.751, -1.875, 1.276], [2.993, -0.760, 1.156], [1.532, 0.462, -1.736], [0.808, -2.439, -1.050], [1.406, -1.864, -2.632], [-3.288, -0.559, 1.301], [-3.842, -0.144, 0.633], [-3.198, -1.458, 0.967]],
  "gap_ev": 9.69,
  "spin_multiplicity": 1,
  "max_force_ev_per_a": 1.50,
  "lumo_energy_ha": 0.0287,
  "relative_energy_kj_mol": 201.5,
  "homo_ev": -8.91,
  "smiles": "C=C/C=C(/C)C=C.O",
  "e_tot_ev": -9498.730
}

***

Record 5
{
  "formula": "C7H12O",
  "method": "wB97M-V/def2-TZVPD",
  "symbols": ["C", "C", "C", "O", "C", "C", "C", "C", "H", "H", "H", "H", "H", "H", "H", "H", "H", "H", "H", "H"],
  "xyz": [[-3.654, -0.314, 0.273], [-2.546, -0.004, -0.373], [-1.237, -0.447, 0.000], [-0.390, 0.576, -0.027], [0.993, 0.496, -0.011], [1.695, 1.768, 0.145], [1.625, -0.753, 0.058], [3.036, -1.220, -0.079], [-3.678, -1.057, 1.003], [-4.580, 0.149, -0.213], [-2.708, 0.713, -1.217], [-1.161, -0.851, 1.055], [-0.899, -1.296, -0.780], [2.841, 1.659, 0.128], [1.448, 2.436, -0.755], [1.438, 2.306, 1.067], [1.026, -1.636, 0.334], [2.947, -1.932, -0.901], [3.205, -1.909, 0.783], [3.775, -0.351, -0.366]],
  "gap_ev": 9.12,
  "spin_multiplicity": 1,
  "max_force_ev_per_a": 5.10,
  "lumo_energy_ha": 0.0381,
  "relative_energy_kj_mol": 269.9,
  "homo_ev": -8.08,
  "smiles": "C=CCO/C(C)=C/C",
  "e_tot_ev": -9498.022
}

***

Record 6
{
  "formula": "C7H12O",
  "method": "wB97M-V/def2-TZVPD",
  "symbols": ["C", "C", "C", "C", "C", "C", "C", "H", "H", "H", "H", "H", "H", "H", "H", "H", "H", "O", "H", "H"],
  "xyz": [[0.378, -1.156, -2.059], [0.538, -0.241, -1.102], [-0.518, -0.177, -0.055], [-1.250, -1.185, 0.403], [-0.746, 1.208, 0.476], [-1.715, 2.007, 0.067], [0.270, 1.659, 1.504], [1.034, -1.284, -2.914], [-0.399, -1.891, -2.018], [1.294, 0.529, -1.150], [-0.950, -2.215, 0.222], [-2.141, -1.106, 1.008], [-2.446, 1.759, -0.694], [-1.905, 2.982, 0.508], [0.928, 0.834, 1.794], [-0.210, 1.921, 2.428], [0.949, 2.398, 1.084], [2.615, -2.261, 0.179], [2.255, -1.775, -0.572], [2.018, -2.005, 0.890]],
  "gap_ev": 10.04,
  "spin_multiplicity": 1,
  "max_force_ev_per_a": 1.42,
  "lumo_energy_ha": 0.0256,
  "relative_energy_kj_mol": 181.4,
  "homo_ev": -9.34,
  "smiles": "C=CC(=C)C(=C)C.O",
  "e_tot_ev": -9498.938
}

***

Record 7
{
  "formula": "C7H12O",
  "method": "wB97M-V/def2-TZVPD",
  "symbols": ["C", "C", "C", "C", "C", "C", "O", "C", "H", "H", "H", "H", "H", "H", "H", "H", "H", "H", "H", "H"],
  "xyz": [[-0.685, 1.173, -1.485], [-0.554, 0.727, -0.034], [0.785, 1.093, 0.564], [1.705, 0.056, -0.233], [0.762, -1.128, -0.723], [-0.444, -0.796, 0.172], [-0.035, -1.039, 1.538], [-1.695, -0.042, 0.363], [-1.411, 0.613, -2.099], [-1.081, 2.233, -1.515], [0.262, 1.078, -2.041], [0.747, 0.874, 1.598], [1.099, 2.078, 0.357], [2.198, 0.508, -1.081], [2.532, -0.316, 0.369], [0.414, -1.015, -1.767], [1.181, -2.142, -0.566], [-0.280, -1.956, 1.700], [-2.090, -0.008, 1.361], [-2.529, -0.132, -0.363]],
  "gap_ev": 9.13,
  "spin_multiplicity": 1,
  "max_force_ev_per_a": 3.89,
  "lumo_energy_ha": 0.0343,
  "relative_energy_kj_mol": 309.5,
  "homo_ev": -8.20,
  "smiles": "C[C@]12CCC[C@]1(O)C2",
  "e_tot_ev": -9497.611
}

***

Record 8
{
  "formula": "C7H12O2",
  "method": "wB97M-V/def2-TZVPD",
  "symbols": ["C", "C", "C", "O", "C", "H", "H", "H", "H", "H", "H", "H", "H", "C", "C", "C", "O", "H", "H", "H", "H"],
  "xyz": [[-0.749, -1.447, 0.139], [-0.071, -0.661, 0.967], [1.036, -1.099, 1.867], [-0.350, 0.747, 1.154], [-1.693, 1.171, 1.021], [-1.543, -1.096, -0.497], [-0.426, -2.462, -0.009], [1.531, -1.976, 1.456], [1.779, -0.311, 1.968], [0.634, -1.327, 2.857], [-1.723, 2.210, 1.360], [-2.036, 1.090, -0.020], [-2.358, 0.579, 1.653], [-0.145, 0.912, -2.504], [0.892, 0.200, -2.077], [1.578, 0.495, -0.807], [2.566, -0.088, -0.432], [-0.666, 0.683, -3.420], [-0.509, 1.760, -1.942], [1.264, -0.653, -2.630], [0.990, 1.272, -0.103]],
  "gap_ev": 9.57,
  "spin_multiplicity": 1,
  "max_force_ev_per_a": 2.68,
  "lumo_energy_ha": 0.0190,
  "relative_energy_kj_mol": 234.8,
  "homo_ev": -9.06,
  "smiles": "C=C(C)OC.C=CC=O",
  "e_tot_ev": -11545.970
}

***

Record 9
{
  "formula": "C7H12O4S2",
  "method": "wB97M-V/def2-TZVPD",
  "symbols": ["C", "C", "C", "C", "C", "C", "C", "O", "O", "O", "O", "S", "S", "H", "H", "H", "H", "H", "H", "H", "H", "H", "H", "H", "H"],
  "xyz": [[-1.437, -0.745, 0.010], [2.722, 2.198, 0.568], [2.278, 2.005, -0.867], [2.811, 0.806, 1.456], [0.820, -0.244, -0.019], [-3.646, -1.789, -1.004], [-2.941, -2.483, 0.108], [-2.056, 0.156, -0.278], [0.220, 0.883, -2.261], [0.267, 0.979, 2.264], [-1.619, -1.984, 0.261], [0.475, 1.279, -0.873], [1.217, -0.038, 1.730], [3.645, 2.764, 0.719], [2.001, 2.851, 1.059], [2.163, 2.775, -1.568], [2.951, 1.220, -1.226], [3.505, 0.103, 1.047], [3.191, 1.021, 2.456], [1.347, -0.966, -0.545], [-4.086, -0.724, -0.827], [-3.000, -1.688, -1.971], [-4.477, -2.376, -1.209], [-2.952, -3.564, -0.160], [-3.397, -2.438, 1.129]],
  "gap_ev": 8.87,
  "spin_multiplicity": 1,
  "max_force_ev_per_a": 5.75,
  "lumo_energy_ha": 0.0135,
  "relative_energy_kj_mol": 339.7,
  "homo_ev": -8.50,
  "e_tot_ev": -37308.789
}

***

Record 10
{
  "formula": "C7H12O5S",
  "method": "wB97M-V/def2-TZVPD",
  "symbols": ["C", "C", "C", "C", "C", "C", "C", "O", "O", "O", "O", "O", "S", "H", "H", "H", "H", "H", "H", "H", "H", "H", "H", "H", "H"],
  "xyz": [[-1.981, -0.232, -0.824], [-1.073, -0.225, 2.647], [2.474, -0.229, -0.228], [0.283, -0.030, 1.869], [1.460, 0.884, -0.237], [0.118, 0.378, 0.408], [-0.675, -0.662, -0.475], [-2.698, -1.245, -1.535], [-0.743, -0.082, -4.107], [-2.694, 0.713, -0.539], [0.222, 1.823, -2.844], [-0.233, -1.862, -0.753], [-1.003, 0.976, -3.046], [-0.963, -1.027, 3.484], [-1.626, -0.777, 1.925], [-1.480, 0.700, 2.830], [2.488, -0.795, 0.636], [2.303, -1.059, -0.975], [3.432, 0.196, -0.355], [0.708, 0.804, 2.370], [0.759, -1.028, 1.930], [1.360, 1.310, -1.211], [1.821, 1.848, 0.223], [-0.388, 1.352, 0.467], [-1.871, -1.733, -1.661]],
  "gap_ev": [3.79, 7.19],
  "charge": -2,
  "spin_multiplicity": 3,
  "max_force_ev_per_a": 4.53,
  "lumo_energy_ha": [0.2179, 0.2169],
  "homo_ev": [2.14, -1.29],
  "e_tot_ev": -28523.416
}

***

Record 11
{
  "formula": "C7H12O5S",
  "method": "wB97M-V/def2-TZVPD",
  "symbols": ["C", "C", "C", "C", "C", "C", "C", "O", "O", "O", "O", "O", "S", "H", "H", "H", "H", "H", "H", "H", "H", "H", "H", "H", "H"],
  "xyz": [[-1.519, -1.655, 0.535], [0.207, 1.762, -0.539], [-1.645, 0.478, -0.587], [-0.670, -0.469, -1.283], [-2.566, -0.568, 0.176], [0.781, 0.254, -1.194], [2.644, 0.608, 0.982], [2.751, -1.429, -0.624], [-0.694, -1.779, -0.686], [-0.825, 1.291, 0.288], [-3.557, -1.104, -0.650], [1.617, 0.226, -2.250], [1.707, -0.784, 0.216], [-0.890, -1.304, 1.398], [-1.995, -2.568, 0.760], [1.013, 2.255, -0.126], [-0.144, 2.253, -1.372], [-2.117, 1.141, -1.284], [-0.947, -0.686, -2.358], [-3.107, -0.216, 0.993], [2.000, 1.289, 1.702], [3.068, 1.259, 0.166], [3.305, -0.089, 1.508], [-3.150, -1.172, -1.509], [2.210, -0.452, -2.042]],
  "gap_ev": 10.02,
  "spin_multiplicity": 1,
  "max_force_ev_per_a": 5.55,
  "lumo_energy_ha": 0.0230,
  "relative_energy_kj_mol": 288.2,
  "homo_ev": -9.40,
  "e_tot_ev": -28522.956
}

***

Record 12
{
  "formula": "C7H12P2",
  "method": "wB97M-V/def2-TZVPD",
  "symbols": ["C", "C", "C", "C", "C", "C", "C", "P", "P", "H", "H", "H", "H", "H", "H", "H", "H", "H", "H", "H", "H"],
  "xyz": [[3.189, -1.217, 0.022], [1.549, 0.813, -0.312], [0.490, -0.882, -0.373], [0.174, 2.612, 0.763], [-1.590, -2.191, -0.085], [0.828, 2.081, -0.518], [-0.978, -0.810, -0.311], [3.208, 0.513, -0.123], [1.634, -1.930, 0.335], [4.093, -1.769, 0.228], [-0.549, 1.900, 1.154], [-0.337, 3.550, 0.558], [0.929, 2.784, 1.527], [-2.677, -2.134, -0.111], [-1.281, -2.577, 0.887], [-1.255, -2.887, -0.851], [1.545, 2.825, -0.875], [0.062, 1.954, -1.287], [-1.310, -0.132, 0.483], [-1.340, -0.391, -1.257], [1.654, -3.113, -0.395]],
  "gap_ev": [6.92, 7.14],
  "spin_multiplicity": 1,
  "max_force_ev_per_a": 5.66,
  "lumo_energy_ha": [-0.0207, -0.0140],
  "relative_energy_kj_mol": 303.1,
  "homo_ev": [-7.48, -7.53],
  "e_tot_ev": -26026.644
}